Record 1
C33H57N4OP2Pt as an isolated structure in a non-equilibrium geometry, computed with ωB97M-V/def2-TZVPD.

Calculated values
HOMO energy (spin up / spin down) = -15.3 / -17.1 eV
⟨S²⟩ = 6.051

```
! wB97M-V def2-TZVPD RIJCOSX def2/J DEFGRID3
* xyz 3 5
C 2.960 0.257 -0.939
C 1.537 2.128 -1.015
C 3.883 0.877 -1.779
C 2.538 2.851 -1.718
C 3.695 2.217 -2.111
H 4.745 0.304 -2.109
H 2.316 3.877 -1.996
H 4.448 2.745 -2.691
N 1.896 0.917 -0.483
P 2.178 -1.568 1.002
P -1.335 2.074 -0.360
C 3.092 -1.213 -0.570
H 2.652 -1.806 -1.388
H 4.149 -1.508 -0.531
C 0.207 2.604 -0.989
H 0.155 3.642 -1.345
C -2.244 2.507 -2.078
C -2.123 3.292 0.997
C 1.533 -3.349 0.847
C 3.582 -1.316 2.245
C -3.371 1.475 -2.159
H -4.103 1.580 -1.344
H -3.908 1.575 -3.118
H -2.953 0.462 -2.107
C -2.782 3.933 -2.197
H -3.519 4.207 -1.437
H -1.967 4.668 -2.194
H -3.280 4.020 -3.177
C -1.254 2.349 -3.241
H -1.808 2.330 -4.192
H -0.539 3.179 -3.285
H -0.672 1.424 -3.158
C -3.648 3.065 1.001
H -3.887 2.015 1.224
H -4.094 3.690 1.793
H -4.135 3.334 0.056
C -1.609 2.942 2.397
H -1.706 1.871 2.615
H -0.568 3.251 2.543
H -2.216 3.491 3.139
C -1.744 4.753 0.738
H -2.115 5.146 -0.211
H -2.189 5.366 1.539
H -0.655 4.884 0.772
C 3.022 -1.503 3.663
H 3.868 -1.481 4.367
H 2.340 -0.690 3.945
H 2.501 -2.461 3.797
C 4.156 0.108 2.122
H 4.603 0.290 1.137
H 3.413 0.883 2.328
H 4.953 0.206 2.874
C 4.740 -2.297 1.992
H 5.626 -1.913 2.517
H 4.539 -3.295 2.391
H 5.011 -2.388 0.934
C 1.354 -3.678 -0.638
H 2.305 -3.748 -1.180
H 0.855 -4.653 -0.738
H 0.722 -2.924 -1.120
C 0.154 -3.431 1.512
H -0.542 -2.713 1.064
H -0.257 -4.439 1.361
H 0.202 -3.237 2.590
C 2.456 -4.384 1.488
H 3.437 -4.422 1.000
H 2.578 -4.222 2.566
H 1.992 -5.373 1.361
Pt 0.388 0.004 0.843
C 0.897 0.987 2.335
O 1.238 1.635 3.244
N -0.206 -0.594 -1.022
C -0.722 -0.422 -2.081
C -1.276 -1.367 -3.237
C -1.447 -0.615 -4.546
C -0.283 -2.504 -3.455
C -2.611 -1.981 -2.815
H -2.213 0.165 -4.472
H -0.497 -0.170 -4.865
H -1.768 -1.315 -5.327
H -0.340 -3.227 -2.636
H -0.532 -3.069 -4.360
H 0.742 -2.128 -3.564
H -2.902 -2.755 -3.533
H -2.525 -2.470 -1.837
H -3.424 -1.251 -2.790
C -0.954 -0.950 4.142
C -1.869 -0.919 2.980
N -1.611 -0.610 1.711
C -2.805 -0.713 1.004
C -3.782 -1.100 1.883
N -3.173 -1.220 3.110
H -0.821 0.061 4.559
H -1.391 -1.594 4.919
H 0.022 -1.364 3.848
H -2.877 -0.509 -0.054
H -4.827 -1.288 1.711
H -3.602 -1.493 3.987
*
```

Here are the Löwdin charges for atoms 1 to 8, given in e: C -0.31; C -0.30; C 0.04; C 0.04; C 0.01; H 0.14; H 0.14; H 0.14

Record 2
C37H42AsN4OPRhS as an isolated structure in a non-equilibrium geometry, computed with ωB97M-V/def2-TZVPD.

Calculated values
HOMO energy = -10.5 eV

```
! wB97M-V def2-TZVPD RIJCOSX def2/J DEFGRID3
* xyz 1 1
Rh -0.466 0.950 0.250
S -1.144 1.063 2.390
C -1.927 -0.459 2.792
C -2.036 -0.845 4.131
C -2.589 -2.074 4.443
C -3.045 -2.937 3.447
C -2.966 -2.550 2.120
C -2.429 -1.305 1.812
As -2.301 -0.578 0.056
C -2.569 -1.947 -1.263
C -3.855 -2.185 -1.740
C -4.065 -3.245 -2.611
C -3.008 -4.051 -3.002
C -1.727 -3.807 -2.528
C -1.504 -2.753 -1.657
C -3.897 0.520 -0.091
C -4.623 0.843 1.049
C -5.673 1.747 0.961
C -5.995 2.326 -0.256
C -5.276 1.992 -1.397
C -4.226 1.094 -1.315
H -1.669 -0.197 4.915
H -2.652 -2.373 5.480
H -3.466 -3.897 3.708
H -3.332 -3.199 1.333
H -4.685 -1.561 -1.439
H -5.061 -3.439 -2.982
H -3.182 -4.873 -3.683
H -0.903 -4.437 -2.835
H -0.500 -2.563 -1.291
H -4.379 0.397 2.005
H -6.239 1.998 1.848
H -6.808 3.036 -0.320
H -5.531 2.437 -2.349
H -3.671 0.847 -2.213
N -3.924 6.254 -3.283
C -3.379 5.437 -2.689
C -2.707 4.415 -1.944
C -2.845 4.365 -0.558
C -2.232 3.361 0.173
C -1.463 2.411 -0.503
C -1.315 2.462 -1.895
C -1.934 3.472 -2.615
H -3.450 5.109 -0.057
H -2.361 3.319 1.245
H -0.712 1.725 -2.419
H -1.829 3.526 -3.691
O 1.605 0.670 -0.283
P 2.974 0.098 0.039
N 2.748 -1.182 1.031
C 1.444 -1.748 1.393
C 1.792 -2.776 2.464
C 3.172 -3.271 2.039
C 3.860 -2.009 1.521
N 3.956 1.148 0.841
C 3.554 1.467 2.230
C 4.453 2.637 2.586
C 4.476 3.438 1.291
C 4.514 2.366 0.201
N 3.781 -0.460 -1.286
C 3.165 -1.604 -1.981
C 4.111 -1.835 -3.147
C 4.463 -0.415 -3.577
C 4.488 0.389 -2.270
H 0.969 -2.233 0.527
H 0.771 -0.977 1.774
H 1.051 -3.571 2.520
H 1.841 -2.290 3.440
H 3.081 -4.007 1.239
H 3.729 -3.731 2.854
H 4.572 -2.214 0.719
H 4.400 -1.490 2.319
H 3.698 0.600 2.873
H 2.498 1.761 2.282
H 5.452 2.277 2.835
H 4.072 3.204 3.433
H 5.324 4.116 1.218
H 3.565 4.032 1.203
H 5.535 2.168 -0.129
H 3.926 2.670 -0.666
H 2.156 -1.360 -2.340
H 3.095 -2.459 -1.308
H 3.651 -2.417 -3.943
H 4.998 -2.368 -2.801
H 3.693 -0.024 -4.243
H 5.414 -0.355 -4.102
H 3.995 1.353 -2.404
H 5.507 0.571 -1.927
*
```

Here are the Löwdin charges for atoms 1 to 8, given in e: Rh 0.58; S 0.69; C -0.68; C -0.10; C -0.06; C -0.07; C -0.08; C -0.42

Short version: ΔE to the lowest compared entry with this formula, charge and spin = 6.9 15.7 kcal per mole, in the order given.
Short version: total energy = -2386.8729 -4815.1095 hartree, in the order given.